Record 1
Below is a 2-piece molecular cluster, C7H14N3O overall in a non-equilibrium geometry, with properties calculated with wB97M-V/def2-TZVPD.

Results
Relative energy (zero: lowest compared OMol25 entry of this formula, charge and spin) = 2.033 eV
HOMO level = -11.7 eV
Gap between HOMO and LUMO = 8.1 eV
Charge = +1
Multiplicity = 1

```
25
Properties=species:S:1:pos:R:3:lowdin_charge:R:1
C -0.5187 -1.0780 -2.2529 -0.105
C 0.3959 -0.1497 -2.5667 -0.310
C -0.6652 0.4262 -0.6357 -0.119
C 1.4366 -0.0987 -3.6100 -0.006
C 0.6360 1.6971 2.0657 0.019
C -1.3685 -0.0520 2.1868 -0.211
C 0.0987 0.3260 2.0293 -0.260
N -1.2156 -0.7650 -1.1276 0.045
N 0.2474 0.7771 -1.5420 0.045
N 0.8417 -0.7151 2.1219 0.271
O -1.4991 -1.4393 2.2602 -0.040
H -0.5899 -1.9772 -2.8612 0.132
H 2.3790 -0.0042 -3.2177 0.056
H 1.1865 -0.9654 -4.1849 0.085
H 1.2745 0.7753 -4.2365 0.095
H 0.3891 2.1938 3.0405 0.136
H 0.1732 2.2515 1.2487 0.096
H 1.6515 1.6558 1.9310 0.063
H -1.8657 0.4416 1.3677 0.090
H -1.9131 0.4266 3.0323 0.159
H -1.8663 -1.4046 -0.6003 0.168
H 0.8938 1.6169 -1.3737 0.188
H 1.8064 -0.5575 2.2469 0.141
H 0.4296 -1.6345 2.0832 0.143
H -2.3378 -1.7468 2.5952 0.118
```

Record 2
Below is an isolated ion of composition C7H14N3S2 and charge +1 in a non-equilibrium geometry, with properties calculated with wB97M-V/def2-TZVPD.

Results
Relative energy (zero: lowest compared OMol25 entry of this formula, charge and spin) = 3.688 eV
HOMO level (spin up / spin down) = -13.5 / -12.7 eV
SMILES string = N#S(=[NH2+])[C@H]1[C@@H]2CC[C@@H](C2)[C@H]1SN
Gap between HOMO and LUMO (spin up / spin down) = 7.7 / 5.9 eV
Charge = +1
Multiplicity = 1

```
26
Properties=species:S:1:pos:R:3:lowdin_charge:R:1
N 2.0919 -0.9061 1.5323 -0.256
S 1.7645 -1.4989 0.2115 0.922
N 2.7505 -1.0210 -1.1175 -0.162
C 0.1663 -0.7438 -0.4683 -0.352
C -1.0017 -1.2684 0.3243 -0.341
C -2.3119 -0.6835 -0.3680 -0.124
C -2.4292 0.7368 0.1573 -0.129
C -1.0818 0.8317 0.8930 -0.342
C -0.9007 -0.5105 1.5640 -0.155
C 0.0228 0.7317 -0.1502 -0.500
S 1.3930 1.7342 0.4748 1.088
N 2.3186 2.1082 -0.8549 -0.263
H 2.9963 -1.7086 -1.7092 -0.003
H 3.6120 -0.4549 -0.8135 0.107
H 0.1551 -1.0780 -1.5558 0.155
H -0.9223 -2.3571 0.3233 0.152
H -3.2515 -1.2041 0.0627 0.145
H -2.3432 -0.9867 -1.4732 0.141
H -2.7918 1.4421 -0.6553 0.150
H -3.0617 0.7268 1.0750 0.133
H -1.0009 1.7082 1.5675 0.147
H -1.5357 -0.8245 2.5291 0.197
H 0.1135 -0.6407 1.9197 0.055
H -0.1599 1.3859 -1.0398 0.143
H 2.5159 3.0421 -1.0185 0.026
H 2.8922 1.4390 -1.4103 0.067
```

Record 3
Below is a 2-piece molecular cluster, C7H14N5O2 overall in a non-equilibrium geometry, with properties calculated with wB97M-V/def2-TZVPD.

Results
Relative energy (zero: lowest compared OMol25 entry of this formula, charge and spin) = 7.165 eV
HOMO level (spin up / spin down) = -12.5 / -12.5 eV
Gap between HOMO and LUMO (spin up / spin down) = 8.8 / 8.8 eV
Charge = +1
Multiplicity = 1

```
28
Properties=species:S:1:pos:R:3:lowdin_charge:R:1
C -0.1530 -0.3154 0.1809 0.069
C 3.3295 -0.8765 -0.2770 -0.391
C -2.4987 -1.3843 -0.8650 -0.130
C -2.4984 0.0041 -0.1976 -0.089
C -2.6132 -2.2382 0.3932 -0.110
C -1.3751 -0.3090 0.9378 -0.292
C -0.9401 3.5202 0.1076 -0.085
N 0.9529 -0.7239 0.0044 0.096
N 2.0107 -0.9992 -0.5709 0.110
N 3.8474 0.2151 0.3340 0.196
N 4.2001 -1.7966 -0.6375 0.227
N 0.2005 2.9069 -0.4958 -0.063
O 0.5785 1.9042 0.0937 -0.077
O -1.6640 -1.6072 1.3185 -0.104
H -3.2719 -1.5012 -1.6742 0.148
H -1.5502 -1.3539 -1.3338 0.094
H -2.0757 0.7385 -0.8255 0.085
H -3.3304 0.4346 0.2389 0.097
H -3.5977 -2.0785 0.9766 0.165
H -2.1724 -3.2182 0.2620 0.125
H -1.3527 0.3768 1.8163 0.176
H -1.1168 3.1933 1.1128 0.080
H -1.7194 3.4490 -0.6865 0.110
H -0.5787 4.5930 -0.0176 0.120
H 3.4075 0.9631 0.8130 0.103
H 4.8353 0.3345 0.6000 0.139
H 4.0540 -2.7291 -0.7665 0.100
H 5.0918 -1.5019 -0.8417 0.100
```

Record 4
Below is an isolated ion of composition C7H14NO and charge +1 in a non-equilibrium geometry, with properties calculated with wB97M-V/def2-TZVPD.

Results
Relative energy (zero: lowest compared OMol25 entry of this formula, charge and spin) = 3.835 eV
HOMO level = -12.6 eV
SMILES string = C=C(/C=C/CC)[C@@H]([NH3+])O
Gap between HOMO and LUMO = 9.2 eV
Charge = +1
Multiplicity = 1

```
23
Properties=species:S:1:pos:R:3:lowdin_charge:R:1
C -0.2507 2.6787 -0.9493 0.035
C -0.0136 1.7408 -0.0850 -0.193
C 0.9310 0.6308 -0.2418 -0.072
C 0.5987 -0.6652 -0.0831 -0.090
C 1.4181 -1.8829 -0.3527 -0.204
C 0.8653 -2.7312 -1.5760 -0.071
C -0.9693 1.9449 1.4558 -0.283
N -2.3726 1.8136 0.9782 0.257
O -0.7239 0.9009 2.2420 0.042
H -1.0886 3.4809 -0.8404 0.118
H 0.2565 2.6699 -1.8511 0.058
H 1.9258 0.9175 -0.5122 0.117
H -0.4334 -0.8455 0.1300 0.101
H 1.4538 -2.6904 0.3984 0.121
H 2.3806 -1.6445 -0.6578 0.079
H 0.3758 -1.9911 -2.2926 0.096
H 0.1847 -3.4478 -1.2707 0.041
H 1.6538 -3.0869 -2.1719 0.053
H -0.6503 2.9109 1.7604 0.150
H -2.2989 1.7843 -0.0676 0.168
H -2.6274 0.8540 1.2517 0.187
H -3.0557 2.4304 1.2437 0.133
H -0.3305 1.2390 3.0741 0.157
```

Record 5
Below is an isolated ion of composition C7H14NO4P2 and charge -1 in a non-equilibrium geometry, with properties calculated with wB97M-V/def2-TZVPD.

Results
Relative energy (zero: lowest compared OMol25 entry of this formula, charge and spin) = 4.289 eV
HOMO level = -2.8 eV
Gap between HOMO and LUMO = 6.1 eV
Charge = -1
Multiplicity = 1

```
28
Properties=species:S:1:pos:R:3:lowdin_charge:R:1
C -0.2488 -0.1681 0.6719 -0.438
C 1.5276 4.1490 -0.2547 -0.116
C -0.1560 -5.0880 -0.5552 -0.224
C -0.0867 0.9923 1.6114 -0.119
C 1.2438 2.7007 0.2430 -0.279
C -0.0588 2.3917 0.8975 -0.214
C -1.9306 -1.5748 -0.3719 -0.374
N -1.4073 -0.6201 0.4800 -0.002
O -0.3061 0.1035 -1.9669 -0.475
O 0.9110 -0.6513 0.0900 -0.254
O 0.1679 -2.3926 -1.8244 -0.641
O -1.0126 -4.0217 -0.2229 -0.457
P -1.3182 -2.7944 -1.4458 0.739
P 0.8208 -0.7552 -1.6571 0.619
H 2.0389 4.7910 0.4662 0.053
H 0.5829 4.6267 -0.4295 0.039
H 2.0346 4.1676 -1.3117 0.100
H -0.6448 -5.7404 -1.1607 0.019
H 0.2323 -5.6368 0.3081 0.062
H 0.7499 -4.4890 -0.9624 0.090
H -1.0038 1.1029 2.1210 0.074
H 0.8189 0.7616 2.2737 0.142
H 2.0861 2.5430 0.9378 0.104
H 1.3573 1.9360 -0.5566 0.094
H -0.7993 2.2794 0.1649 0.092
H -0.3526 3.1759 1.6692 0.126
H -3.0536 -1.5812 -0.3558 0.030
H -2.1928 -0.2072 1.1407 0.208
```

Record 6
Below is an isolated ion of composition C7H14NO6P and charge -2 in a non-equilibrium geometry, with properties calculated with wB97M-V/def2-TZVPD.

Results
HOMO level = -0.7 eV
SMILES string = [H]/N=C(\[O-])[C@@](COCC)(OCC)[P@@](=O)([O-])O
Gap between HOMO and LUMO = 6.7 eV
Charge = -2
Multiplicity = 1

```
29
Properties=species:S:1:pos:R:3:lowdin_charge:R:1
H 1.4865 1.6346 2.5597 0.084
N 1.3846 0.7766 1.8772 -0.010
C 0.7692 1.2290 0.8001 -0.622
O 0.3139 2.3654 0.5661 -0.068
C 0.4658 0.0130 -0.2565 -0.289
C -0.5384 -1.0094 0.1725 -0.086
O -1.4878 -0.6200 1.2776 -0.181
C -1.0677 -0.6574 2.5669 -0.393
C -0.4709 -1.9526 3.0247 -0.104
O 0.0369 0.6736 -1.5478 -0.142
C 1.0785 1.3486 -2.1134 -0.382
C 0.5811 2.2522 -3.2519 -0.079
P 2.2215 -0.6763 -0.4524 0.260
O 2.3444 -1.7524 -1.4985 -0.396
O 3.2469 0.4152 -0.4078 -0.364
O 2.1039 -1.5270 0.9124 -0.261
H -0.1141 -1.9993 0.5754 0.126
H -1.3704 -1.0563 -0.5231 0.120
H -0.3267 0.1621 2.8340 0.095
H -2.0538 -0.4662 3.1776 0.124
H -1.0226 -2.8042 2.4271 0.116
H 0.5171 -1.9574 2.7710 0.006
H -0.5819 -2.0728 4.0922 0.055
H 1.6513 1.8593 -1.4109 0.066
H 1.7946 0.5493 -2.5003 0.106
H 0.8293 1.7294 -4.2790 0.086
H -0.5468 2.3447 -3.1918 0.071
H 0.9122 3.2871 -3.1713 0.043
H 1.9532 -0.9023 1.6801 0.019
```

One value per record, in order, for electronic energy: -514.33508, -1235.31743, -698.92053, -404.75650, -1313.58516, -1122.69151 hartree.